1.
41
Properties=species:S:1:pos:R:3:mulliken_charge:R:1 method="wB97M-V/def2-TZVPD" multiplicity=1 charge=+2 gap_ev="6.671 / 6.886" e_homo_ha="-0.5443 / -0.5448"
W -0.460 -0.307 -0.708 1.051
N 2.257 -3.370 -1.750 -0.353
C 1.637 -2.193 -1.611 0.511
S -0.055 -2.105 -2.163 -0.346
N 2.274 -1.205 -1.046 -1.183
N 1.522 -0.033 -0.985 0.524
C 2.152 1.087 -1.152 -0.027
C 1.511 2.370 -1.249 0.443
C 2.296 3.533 -1.294 -0.807
C 1.708 4.764 -1.479 -0.756
C 0.325 4.856 -1.653 -0.400
C -0.474 3.726 -1.639 -0.683
C 0.124 2.500 -1.426 0.988
O -0.638 1.356 -1.435 -0.467
H 1.848 -4.095 -2.316 0.231
H 3.244 -3.428 -1.546 0.263
H 3.228 1.006 -1.282 0.502
H 3.370 3.448 -1.183 0.435
H 2.316 5.657 -1.504 0.439
H -0.133 5.822 -1.816 0.429
H -1.543 3.778 -1.799 0.480
C 0.061 0.479 3.024 -1.188
P -1.043 0.221 1.625 0.669
C -2.641 0.954 2.042 -1.189
C -1.272 -1.546 1.284 -0.127
C -2.484 -2.052 0.777 0.141
C -2.546 -3.371 0.338 -0.717
C -1.415 -4.180 0.376 -0.569
C -0.198 -3.663 0.799 -0.504
C -0.104 -2.335 1.209 -0.258
H 1.040 0.036 2.854 0.353
H -0.381 0.072 3.933 0.438
H 0.189 1.557 3.138 0.428
H -3.037 0.484 2.943 0.423
H -3.351 0.851 1.223 0.390
H -2.493 2.018 2.229 0.409
H -3.385 -1.452 0.795 0.353
H -3.486 -3.775 -0.014 0.469
H -1.489 -5.213 0.064 0.448
H 0.685 -4.288 0.815 0.496
H 0.842 -1.965 1.586 0.261

=====

2.
25
Properties=species:S:1:pos:R:3:mulliken_charge:R:1 method="wB97M-V/def2-TZVPD" multiplicity=1 charge=+1 gap_ev=9.087 de_lowest_ev=2.498 e_homo_ha=-0.4383
C 0.744 3.870 -0.954 -0.853
C -0.920 2.182 -0.142 0.649
N -0.713 3.387 -0.655 -0.225
N 0.075 1.344 0.162 -0.368
N -2.331 1.932 0.001 -0.535
H -1.330 3.812 -1.270 0.318
H 0.818 1.706 0.731 0.283
H -0.028 0.265 0.443 0.425
H -2.835 2.379 0.759 0.258
H -2.695 0.950 0.043 0.271
H 1.316 4.268 -0.123 0.281
H 0.756 4.422 -1.912 0.322
H 1.141 2.893 -1.168 0.353
C -0.914 -2.164 -1.258 -0.887
C 0.537 -3.458 0.263 -0.480
C 0.138 -2.230 -0.202 0.283
C 1.623 -1.789 1.311 -0.329
N 1.536 -3.120 1.135 -0.146
N 0.750 -1.109 0.602 -0.402
H 0.079 -4.361 0.064 0.434
H 1.787 -3.787 1.872 0.291
H -0.645 -2.590 -2.293 0.288
H -1.321 -1.058 -1.329 0.110
H 2.211 -1.520 2.215 0.362
H -1.719 -2.873 -0.863 0.299

=====

Number 1: E -1666.0739 hartree. Number 2: E -510.5263 hartree.